1.
Computed, not measured: a molecular structure, C5H10NO2 in a non-equilibrium geometry, with ωB97M-V with the def2-TZVPD basis set.

Structure (XYZ):
```
18
Properties=species:S:1:pos:R:3:forces:R:3:lowdin_charge:R:1
C -0.28962 -0.06372 -0.81374 0.46 0.00 0.35 -0.165
C -1.23035 0.09807 0.37113 -1.36 0.19 -0.83 -0.222
C -2.73518 0.23898 -0.12704 0.71 0.37 0.31 -0.597
O -3.58394 0.56481 0.83761 -0.14 0.04 0.03 -0.362
C 1.17932 -0.25098 -0.42366 -3.91 5.49 -0.29 -0.577
N 1.62495 0.52696 0.48731 1.75 -1.63 -0.34 0.067
C 3.02544 0.20343 0.79015 0.69 1.20 1.55 -0.150
O 1.81135 -1.19453 -1.11993 0.23 -2.56 2.58 0.045
H -0.66074 -0.85604 -1.46304 0.30 -0.22 -0.09 0.107
H -0.25251 0.84815 -1.42184 -0.42 0.03 0.06 0.116
H -1.31236 -0.76115 1.04227 0.75 0.08 0.19 0.099
H -1.01639 1.03982 0.86540 0.08 -0.20 0.52 0.093
H -2.58484 1.01782 -0.93787 -0.49 -0.11 -0.26 0.074
H -2.99131 -0.73766 -0.63714 0.21 0.13 -0.23 0.075
H 1.40478 -1.53784 -0.15717 1.87 -2.52 -2.45 0.204
H 3.72013 0.92549 0.34633 -0.08 -0.29 -0.59 0.070
H 3.23553 0.39588 1.85280 -0.49 -0.02 0.05 0.061
H 3.37654 -0.82039 0.65188 -0.17 0.02 -0.55 0.063
```
Positions in Å, forces in eV/Å.

Summary:
Calculated total energy = -10929.053 eV
LUMO = 3.1 eV
Gap between HOMO and LUMO = 0.194 Ha
Net charge = -1

---

2.
Computed, not measured: 2 unconnected molecules or ions with the total composition CH5NOS in a non-equilibrium geometry, with ωB97M-V with the def2-TZVPD basis set.

Structure (XYZ):
```
9
Properties=species:S:1:pos:R:3:forces:R:3:lowdin_charge:R:1
S 0.80025 -0.60455 3.11201 -0.08 0.32 0.25 0.465
H 1.60485 -1.27603 2.30445 0.20 -0.29 -0.30 -0.241
H 1.83129 0.12599 3.56774 -0.14 -0.02 0.02 -0.221
C -1.20927 0.35372 -1.88427 0.95 -0.29 0.97 -0.426
N -0.15903 0.18718 -1.00929 -1.73 -0.37 -2.33 0.111
O -1.41317 -0.40455 -2.79511 -0.34 0.21 -0.52 0.017
H -1.77767 1.25406 -1.62081 -0.59 0.00 -0.25 0.120
H 0.51048 -0.44419 -1.42848 0.53 0.15 1.19 0.109
H -0.18773 0.80836 -0.24623 1.18 0.28 0.99 0.065
```
Positions in Å, forces in eV/Å.

Summary:
Calculated total energy = -15490.701 eV
LUMO = 0.7 eV
Gap between HOMO and LUMO = 0.394 Ha
SMILES = NC=O.S

---

3.
Computed, not measured: a molecular structure, C41H42AsN7O3PS2Ti in a non-equilibrium geometry, with ωB97M-V with the def2-TZVPD basis set.

Structure (XYZ):
```
98
Properties=species:S:1:pos:R:3:forces:R:3:lowdin_charge:R:1
Ti -0.82213 -0.29862 0.35791 1.92 -1.05 0.23 0.608
N 2.20945 -0.83170 0.21577 0.11 0.06 -0.17 0.022
N 3.00642 0.29934 0.03141 -0.02 -0.23 0.01 -0.031
C 2.50427 1.51741 0.25089 0.02 0.19 0.05 -0.776
N 3.34504 2.54970 0.13426 -0.07 -0.08 -0.03 0.137
S 0.89187 1.78852 0.68592 -0.16 0.03 -0.04 0.744
H 2.54200 -1.37074 1.01321 0.00 0.08 -0.18 0.058
H 2.22408 -1.40819 -0.62354 0.03 0.11 0.09 0.065
H 3.97950 0.18757 -0.22612 -0.09 0.00 0.01 0.168
H 4.31069 2.43658 -0.12717 0.01 -0.01 0.01 0.123
H 2.98017 3.48182 0.22347 0.00 -0.01 0.00 0.107
N 0.95762 -2.66995 2.42732 -0.05 0.02 0.03 -0.105
P 0.27570 -1.11915 2.64617 -0.28 0.01 0.35 1.024
C -0.88329 -1.33740 4.02732 0.07 -0.07 0.05 -0.333
C -0.46191 -1.30004 5.35786 0.00 0.00 0.02 -0.078
C -1.35339 -1.58476 6.38135 0.00 0.00 -0.01 -0.058
C -2.66955 -1.91255 6.08780 0.02 0.01 -0.02 -0.056
C -3.09572 -1.95864 4.76748 0.01 0.00 0.02 -0.058
C -2.20780 -1.66992 3.74395 -0.01 0.00 -0.07 -0.091
C 1.65702 -0.21773 3.40650 -0.02 0.01 -0.04 -0.388
C 2.95720 -0.70949 3.39243 0.06 0.06 0.03 -0.106
C 3.99207 0.01692 3.97394 -0.04 -0.02 -0.03 -0.063
C 3.73002 1.23598 4.57539 -0.04 0.02 0.00 -0.059
C 2.42978 1.73182 4.59918 0.06 -0.02 -0.02 -0.058
C 1.40358 1.01258 4.01524 -0.05 0.00 -0.02 -0.127
C 0.63405 -3.45974 1.32552 0.07 -0.01 0.07 -0.370
C 0.68832 -4.85341 1.42941 0.02 0.01 0.00 0.005
C 0.36472 -5.60715 0.32710 -0.01 -0.04 -0.04 -0.032
C -0.02101 -4.96346 -0.84831 0.04 0.03 0.05 -0.038
C -0.04757 -3.59027 -0.84521 0.00 -0.02 -0.07 -0.173
N 0.29744 -2.82978 0.20529 -0.25 0.07 0.05 0.033
H 1.13406 -3.19372 3.27661 0.03 0.01 -0.06 0.123
H 0.56080 -1.04368 5.60349 0.00 -0.01 0.00 0.106
H -1.01860 -1.55295 7.40917 0.01 0.00 0.01 0.114
H -3.36233 -2.13355 6.88830 -0.01 -0.01 0.01 0.115
H -4.11981 -2.21982 4.53676 -0.01 0.00 -0.01 0.113
H -2.54758 -1.70823 2.71748 0.02 0.01 -0.01 0.064
H 3.17190 -1.67484 2.95039 0.02 -0.04 0.05 0.095
H 4.99715 -0.38249 3.97051 0.02 -0.01 0.00 0.112
H 4.53162 1.79530 5.03785 0.01 0.01 0.01 0.114
H 2.22084 2.67613 5.08277 -0.01 0.02 0.01 0.113
H 0.39166 1.40039 4.04972 -0.01 -0.01 -0.01 0.110
H 0.96371 -5.31742 2.36686 0.01 0.00 0.01 0.121
H 0.39333 -6.68706 0.38090 0.00 -0.01 0.00 0.123
H -0.30181 -5.51543 -1.73286 -0.01 -0.01 -0.01 0.117
H -0.37945 -3.05734 -1.72705 0.02 0.00 0.02 0.062
C -3.20033 -1.48592 -5.50123 0.00 0.00 0.02 -0.061
C -2.32959 -0.43035 -5.73636 0.01 0.04 -0.03 -0.059
C -1.41617 -0.04308 -4.76698 -0.03 -0.03 -0.02 -0.081
C -1.37946 -0.71878 -3.55146 -0.02 -0.12 0.05 -0.345
C -2.25118 -1.77698 -3.31506 -0.06 0.00 -0.03 -0.131
C -3.16136 -2.16195 -4.29115 0.03 0.06 0.00 -0.064
As -0.06393 -0.26060 -2.21136 0.02 0.29 -0.57 1.365
C 1.60822 -0.87135 -2.99064 -0.02 0.03 0.12 -0.301
C 2.07441 -2.16840 -3.15657 0.07 0.01 0.00 -0.086
C 3.32274 -2.37975 -3.73110 -0.01 0.05 0.02 -0.058
C 4.09658 -1.29799 -4.13186 -0.03 -0.01 0.02 -0.053
C 3.62529 -0.00233 -3.97931 0.01 0.01 0.02 -0.013
C 2.37650 0.22183 -3.41031 0.03 0.08 -0.03 -0.199
C 1.73695 1.54940 -3.25551 0.12 -0.05 -0.04 -0.202
C 2.29239 2.76484 -3.64956 -0.02 0.00 0.02 -0.012
C 1.55813 3.93158 -3.51321 -0.04 -0.02 0.02 -0.055
C 0.26740 3.89736 -2.99015 0.05 -0.01 0.00 -0.063
C -0.28756 2.69378 -2.58196 0.05 0.02 -0.02 -0.100
C 0.45477 1.53050 -2.71212 -0.10 -0.09 0.04 -0.335
H -3.91029 -1.78036 -6.26178 0.00 0.00 -0.02 0.114
H -2.36046 0.09571 -6.68126 0.00 0.00 0.00 0.114
H -0.74153 0.78095 -4.96424 0.01 -0.01 0.01 0.108
H -2.23344 -2.30255 -2.36915 0.00 0.01 -0.01 0.053
H -3.83958 -2.98370 -4.10457 0.00 -0.01 0.00 0.112
H 1.48265 -3.02379 -2.86259 -0.02 0.01 0.00 0.088
H 3.68505 -3.38823 -3.87441 0.01 -0.02 0.00 0.114
H 5.06512 -1.46593 -4.58247 0.01 -0.01 -0.01 0.115
H 4.22696 0.82865 -4.32386 0.01 0.00 -0.01 0.112
H 3.28261 2.80329 -4.08389 0.01 0.01 -0.01 0.112
H 1.98392 4.87172 -3.83624 0.00 0.02 0.00 0.113
H -0.30528 4.81280 -2.91729 0.00 0.02 0.00 0.106
H -1.28908 2.65511 -2.17464 -0.02 -0.03 -0.01 0.087
O -3.88898 0.14322 0.60306 -0.10 0.18 -0.06 -0.348
S -3.59341 -1.35443 0.05652 0.24 -0.17 0.12 1.056
N -2.09542 -1.64896 0.10712 -0.84 -0.02 -0.01 -0.478
O -2.01944 0.94658 -0.52223 -0.41 0.44 -0.10 -0.285
C -2.74414 1.06548 0.62524 0.19 0.03 0.04 -0.758
O -1.86382 0.72269 1.63421 -0.66 0.30 0.09 -0.277
C -3.43567 2.42496 0.85806 0.03 0.03 0.08 -0.123
N -2.43482 3.29149 1.59025 0.19 -0.12 -0.06 0.121
C -1.83936 4.21393 0.55666 0.05 -0.07 0.05 -0.104
C -3.02882 4.53051 -0.32805 -0.01 0.00 0.03 -0.127
C -3.79333 3.20023 -0.41676 -0.10 -0.05 -0.01 -0.081
H -4.28781 2.25353 1.51118 0.06 0.04 0.08 0.170
H -1.73684 2.65434 2.01935 -0.20 0.13 -0.07 0.151
H -2.89574 3.82648 2.32507 0.04 -0.05 -0.01 0.191
H -1.07677 3.63484 0.03530 -0.01 0.04 0.00 0.071
H -1.37794 5.06470 1.05232 -0.01 0.00 0.00 0.139
H -2.71046 4.90143 -1.29947 -0.01 -0.01 -0.03 0.120
H -3.64897 5.30289 0.12965 0.01 0.01 0.00 0.125
H -3.48656 2.61820 -1.28332 0.03 0.00 -0.02 0.117
H -4.86627 3.36159 -0.48450 0.01 -0.03 -0.01 0.131
```
Positions in Å, forces in eV/Å.

Summary:
Calculated total energy = -174675.782 eV
LUMO (alpha / beta) = -5.1 / -6.1 eV
Gap between HOMO and LUMO (alpha / beta) = 0.278 / 0.255 Ha
2S+1 = 2
Net charge = +2
Expectation value of S² = 0.77